Record 1
The following is a quantum chemistry calculation of a 3-piece molecular cluster, C44H82F3N4O3 overall in a non-equilibrium geometry, from OMol25.

Last column: Mulliken spin population.
Element x y z (Å)
C: -7.8605 -2.3959 -3.8195  0.0000
C: -6.7698 -1.3660 -3.5378  0.0001
C: -5.6799 -1.9028 -2.6155  0.0002
C: -4.8367 -0.8030 -1.9634  0.0006
C: -3.3887 -1.2384 -1.7297  0.0060
C: -2.5951 -0.2593 -0.8500  -0.0007
C: -1.8383 -0.9077 0.3210  0.0318
C: -0.4952 -0.2156 0.5591  0.0024
C: 0.1662 -0.6015 1.8758  -0.0018
C: -0.1885 0.3393 3.0349  0.0004
C: 0.8919 1.3725 3.3570  0.0001
C: 0.4613 2.3247 4.4988  0.0001
C: 0.5434 3.8248 4.1215  0.0000
C: -0.3094 4.2233 2.9436  0.0000
C: -1.5632 3.6566 2.7412  0.0001
C: -2.3453 4.0194 1.6437  0.0000
N: -1.9184 4.8547 0.7347  0.0000
N: -0.7075 5.3749 0.9173  0.0000
C: -0.2968 6.2454 -0.2102  0.0000
C: 0.4316 5.5550 -1.4081  0.0000
O: -0.3777 5.6194 -2.5576  0.0000
C: 0.8147 4.0903 -1.2232  -0.0001
F: 1.7058 3.9169 -0.2514  0.0001
F: 1.3451 3.6432 -2.3412  0.0001
F: -0.2335 3.3274 -0.9517  0.0002
C: 0.1064 5.1651 1.9609  0.0000
C: 1.4140 5.8698 2.0501  0.0000
C: 1.3422 7.2414 2.7665  0.0000
C: 0.3065 7.3804 3.8823  0.0000
C: 0.6264 8.5595 4.8113  0.0000
C: 1.9955 8.4962 5.5130  0.0000
C: 2.5045 7.0960 5.8528  0.0000
H: -7.4241 -3.3740 -4.0164  0.0000
H: -8.5541 -2.4941 -2.9875  0.0000
H: -8.4260 -2.1097 -4.7038  0.0000
H: -7.2020 -0.4776 -3.0770  0.0000
H: -6.3355 -1.0753 -4.4948  0.0000
H: -6.1744 -2.4753 -1.8271  0.0000
H: -5.0338 -2.6028 -3.1464  -0.0003
H: -4.8773 0.0919 -2.5894  -0.0002
H: -5.2738 -0.5267 -1.0010  0.0000
H: -3.4182 -2.2523 -1.3288  -0.0028
H: -2.9312 -1.3157 -2.7169  -0.0002
H: -1.8956 0.2779 -1.4915  -0.0007
H: -3.3072 0.4686 -0.4562  0.0000
H: -1.6884 -1.9614 0.0920  -0.0282
H: -2.4649 -0.8234 1.2115  -0.0003
H: 0.1684 -0.5073 -0.2562  -0.0020
H: -0.6335 0.8657 0.4703  -0.0007
H: 1.2491 -0.6480 1.7601  0.0017
H: -0.1544 -1.6079 2.1435  0.0004
H: -0.3318 -0.2623 3.9343  -0.0001
H: -1.1478 0.8159 2.8225  0.0000
H: 1.1466 1.9520 2.4643  -0.0001
H: 1.7976 0.8374 3.6323  0.0000
H: -0.5373 2.0669 4.8403  0.0000
H: 1.1652 2.2047 5.3172  0.0000
H: 1.5932 4.0321 3.9407  0.0000
H: 0.2481 4.4088 4.9944  0.0000
H: -1.9595 2.9413 3.4428  0.0000
H: -3.3307 3.6097 1.4909  0.0000
H: -1.2128 6.6608 -0.6141  0.0000
H: 0.2638 7.0840 0.1819  0.0000
H: 1.3221 6.1295 -1.6433  0.0000
H: -1.2568 5.2910 -2.3328  0.0000
H: 1.8155 6.0497 1.0594  0.0000
H: 2.1424 5.2340 2.5394  0.0000
H: 2.3375 7.5007 3.1119  0.0000
H: 1.0931 7.9945 2.0162  0.0000
H: -0.6516 7.6122 3.4148  0.0000
H: 0.2053 6.4903 4.4959  0.0000
H: 0.5534 9.4734 4.2236  0.0000
H: -0.1440 8.5926 5.5791  0.0000
H: 1.8914 9.0294 6.4568  0.0000
H: 2.7467 9.0522 4.9553  0.0000
H: 1.6984 6.4250 6.1436  0.0000
H: 3.2493 7.1286 6.6414  0.0000
H: 2.9973 6.6268 4.9994  0.0000
C: 5.6294 -1.7897 -3.6789  0.0138
C: 4.8500 -2.1458 -2.3833  0.0215
C: 3.5027 -2.7855 -2.7143  0.0502
C: 2.4584 -1.8048 -3.2420  -0.0213
C: 2.2996 -0.6324 -2.2829  0.0508
C: 3.6234 0.0619 -1.9759  0.0005
N: 4.6500 -0.9325 -1.5351  0.3827
O: 4.4682 -1.2506 -0.2986  0.5391
C: 4.0809 0.8472 -3.2185  0.0285
C: 3.4269 1.0903 -0.8782  -0.0262
C: 5.6959 -3.1648 -1.6292  -0.0021
H: 6.5714 -2.3339 -3.7237  0.0003
H: 5.0666 -2.0351 -4.5804  -0.0003
H: 5.9005 -0.7393 -3.7277  -0.0109
H: 3.1027 -3.2595 -1.8095  -0.0093
H: 3.6643 -3.5891 -3.4360  -0.0002
H: 2.7339 -1.4519 -4.2397  0.0003
H: 1.5000 -2.3160 -3.3557  -0.0001
H: 1.6024 0.1019 -2.6946  0.0041
H: 1.8604 -0.9971 -1.3481  -0.0158
H: 5.0787 1.2625 -3.0700  -0.0141
H: 3.3982 1.6800 -3.3901  0.0003
H: 4.0867 0.2550 -4.1302  0.0019
H: 2.9907 0.6576 0.0217  0.0116
H: 2.7566 1.8670 -1.2324  0.0029
H: 4.3743 1.5581 -0.6036  -0.0070
H: 6.6444 -2.7300 -1.3119  -0.0022
H: 5.9075 -4.0017 -2.2947  0.0006
H: 5.1878 -3.5562 -0.7502  0.0009
C: -2.7077 -7.6769 0.3894  0.0158
C: -2.4763 -6.6613 -0.7626  0.0224
C: -2.0792 -7.3802 -2.0545  0.0246
C: -0.6538 -7.9199 -2.0518  -0.0178
C: 0.3336 -6.8121 -1.7012  0.0217
C: -0.0045 -6.1096 -0.3857  0.0356
N: -1.4317 -5.6556 -0.3818  0.3800
O: -1.5744 -4.5672 -1.0723  0.5379
C: 0.2942 -7.0585 0.7887  0.0118
C: 0.8961 -4.9064 -0.1944  -0.0308
C: -3.8055 -5.9518 -0.9958  -0.0160
H: -3.7353 -7.6271 0.7469  0.0017
H: -2.5193 -8.7046 0.0776  -0.0001
H: -2.0892 -7.4709 1.2579  -0.0132
H: -2.1827 -6.6847 -2.8941  0.0038
H: -2.7889 -8.1890 -2.2376  0.0008
H: -0.5614 -8.7542 -1.3510  -0.0012
H: -0.4143 -8.3245 -3.0365  0.0015
H: 1.3460 -7.2155 -1.6332  -0.0019
H: 0.3406 -6.0749 -2.5107  0.0031
H: -0.0431 -6.6277 1.7326  -0.0091
H: 1.3706 -7.2119 0.8626  0.0003
H: -0.1549 -8.0426 0.6791  0.0015
H: 0.8462 -4.2190 -1.0350  0.0096
H: 1.9304 -5.2432 -0.0962  -0.0011
H: 0.6308 -4.3585 0.7124  0.0057
H: -4.0985 -5.3689 -0.1210  -0.0014
H: -4.5736 -6.7027 -1.1803  0.0000
H: -3.7753 -5.2862 -1.8567  0.0080

Computed properties:
* total charge: +1
* E: -2469.718856 Ha
* HOMO level (alpha / beta): -0.3602 / -0.3964 Ha
* LUMO level (alpha / beta): -0.1574 / -0.1574 Ha
* multiplicity: 3
* <S²>: 2.01
* gap between HOMO and LUMO (alpha / beta): 5.519 / 6.505 eV

---

Record 2
The following is a quantum chemistry calculation of a 21-piece molecular cluster, C44H87Cl40NO4P overall in a non-equilibrium geometry, from OMol25.

Last column: Mulliken charge in e.
Element x y z (Å)
C: -6.1879 -0.3375 -0.9154  -1.0586
C: -5.1278 -1.4423 -0.7251  -0.6922
C: -3.9414 -1.2785 -1.6891  0.6074
C: -4.3417 -1.4757 -3.1575  -0.3356
C: -3.5537 -2.5598 -3.9094  -1.1038
C: -2.0161 -2.5534 -3.7639  0.6794
C: -1.4681 -3.9529 -3.3800  -1.6557
C: -0.6719 -3.9498 -2.0608  0.2861
C: 0.7690 -3.3945 -2.2548  -1.1788
C: 1.2846 -2.4059 -1.1816  1.4154
C: 1.0503 -2.8701 0.2766  -0.2601
C: 0.0682 -1.9921 1.0585  0.1495
C: 0.6067 -0.5376 1.2218  1.8214
C: 0.4594 -0.0790 2.6881  0.2069
C: -0.7996 0.7189 3.0038  -1.3208
C: -1.0948 1.9306 2.0897  -1.3699
P: 0.2374 3.1533 1.8974  0.7975
C: 1.5321 3.0353 3.1450  0.2371
C: 1.0173 2.7655 4.5514  -0.5219
O: 0.6488 3.6547 5.2659  -0.4961
C: -0.5714 4.7743 1.9853  0.7854
C: 0.2035 5.8875 2.7069  0.0425
O: -0.3082 7.1516 2.2826  -0.5808
N: 1.0654 2.8901 0.4282  0.9041
C: 0.1869 2.8630 -0.7336  0.6029
C: 0.6478 2.0488 -1.8992  -1.0743
O: -0.8604 3.4460 -0.7109  -0.3679
C: 2.2016 3.8141 0.2549  0.3095
C: 3.4679 3.2184 -0.2738  -1.0998
O: 2.0674 4.9722 0.5252  -0.4173
H: -6.1397 0.3799 -0.0969  0.3619
H: -7.1864 -0.7719 -0.9365  0.2171
H: -6.0167 0.2121 -1.8415  0.3026
H: -4.7307 -1.4306 0.2951  0.2703
H: -5.5580 -2.4309 -0.8933  0.3817
H: -3.5377 -0.2739 -1.5507  0.0123
H: -3.1599 -1.9823 -1.3974  -0.3978
H: -5.3865 -1.7841 -3.1503  0.3514
H: -4.3101 -0.5427 -3.7278  0.3063
H: -3.7667 -2.4472 -4.9710  -0.0234
H: -3.9745 -3.5287 -3.6337  0.4900
H: -1.6669 -1.8438 -3.0133  -0.1301
H: -1.5921 -2.2390 -4.7160  0.1693
H: -0.8113 -4.2957 -4.1820  0.3819
H: -2.2951 -4.6573 -3.2898  0.5302
H: -1.1858 -3.3290 -1.3313  -0.4940
H: -0.6192 -4.9773 -1.6981  0.5721
H: 1.4672 -4.2251 -2.3418  0.0597
H: 0.8061 -2.8677 -3.2151  0.6265
H: 0.8228 -1.4277 -1.3457  -0.5651
H: 2.3578 -2.2889 -1.3528  -0.4025
H: 0.6584 -3.8844 0.2521  0.5146
H: 2.0076 -2.8588 0.8060  -0.4286
H: -0.1030 -2.4483 2.0351  0.3038
H: -0.8987 -1.9661 0.5540  -0.5402
H: 1.6724 -0.5606 0.9776  -1.2505
H: 0.0925 0.1132 0.5186  -0.2026
H: 0.4052 -1.0000 3.2709  0.7053
H: 1.3576 0.4202 3.0518  -1.0779
H: -1.6426 0.0285 2.9060  0.5057
H: -0.8294 1.0561 4.0409  0.5646
H: -1.4528 1.5864 1.1223  0.9149
H: -1.9215 2.4901 2.5305  0.5167
H: 2.2609 2.2837 2.8301  0.3176
H: 2.0676 3.9877 3.1777  -0.4427
H: 1.0052 1.7165 4.8843  0.5776
H: -0.8317 5.1001 0.9844  -0.3941
H: -1.4859 4.5762 2.5476  -0.0128
H: 1.2732 5.8449 2.5130  -0.4674
H: 0.0530 5.8456 3.7852  0.3555
H: 0.2751 7.5103 1.6057  0.3434
H: 1.7192 1.8811 -1.9064  0.1270
H: 0.1266 1.0926 -1.8237  -0.1087
H: 0.2995 2.5311 -2.8081  0.5491
H: 4.2464 3.9726 -0.1977  0.5242
H: 3.3257 3.0073 -1.3356  0.3545
H: 3.7424 2.3052 0.2505  -0.0645
C: -3.8403 6.4512 3.2798  -0.0526
Cl: -4.1472 4.7396 2.9213  -0.1617
Cl: -5.3114 7.2742 3.7915  -0.1642
H: -3.1073 6.5194 4.0754  0.2827
H: -3.4675 6.9250 2.3784  0.1009
C: -4.2101 -1.2534 -8.4924  -0.0220
Cl: -2.8568 -2.4007 -8.3962  -0.1606
Cl: -5.5975 -1.6667 -7.4826  -0.1249
H: -3.8534 -0.2729 -8.1964  0.2270
H: -4.5544 -1.2346 -9.5211  0.0570
C: -1.3580 -5.7740 2.6176  -0.4589
Cl: 0.3447 -5.2981 2.5494  -0.1046
Cl: -2.3026 -4.9682 1.3522  -0.0983
H: -1.4266 -6.8411 2.4737  0.3254
H: -1.7586 -5.4864 3.5821  0.3258
C: -0.1313 0.5065 -7.2606  -0.4169
Cl: 1.2735 -0.5581 -7.3144  -0.1454
Cl: -1.3550 -0.0800 -6.1207  -0.0229
H: 0.1911 1.4912 -6.9440  0.3204
H: -0.5768 0.5485 -8.2476  0.2733
C: -2.4139 6.6883 -0.7907  0.3953
Cl: -3.9383 7.5749 -0.6762  -0.1666
Cl: -1.7296 6.7189 -2.4190  -0.1781
H: -1.7067 7.1447 -0.1079  -0.0350
H: -2.5997 5.6544 -0.5167  0.0286
C: -9.5790 -0.5097 -4.1068  -0.3326
Cl: -9.3892 -1.8295 -2.9444  -0.1535
Cl: -8.2025 -0.4017 -5.2098  -0.1004
H: -10.4771 -0.6819 -4.6876  0.3149
H: -9.6516 0.4225 -3.5586  0.2637
C: -2.6509 -8.8382 4.8720  -0.2517
Cl: -0.9788 -8.2767 4.7003  -0.1284
Cl: -3.7320 -8.1380 3.6615  -0.1250
H: -2.6604 -9.9154 4.7593  0.2996
H: -3.0056 -8.5515 5.8544  0.2503
C: 4.1695 -1.4650 1.4311  -0.2073
Cl: 4.1371 -0.5771 -0.1013  -0.1784
Cl: 3.7374 -0.4198 2.7974  -0.0459
H: 3.4515 -2.2751 1.3697  0.1775
H: 5.1675 -1.8538 1.5958  0.4202
C: 4.7787 -4.0687 -2.5387  -0.1376
Cl: 4.3203 -4.2563 -0.8345  -0.1415
Cl: 3.6115 -4.8273 -3.6296  -0.1582
H: 4.8361 -3.0122 -2.7726  0.1851
H: 5.7368 -4.5407 -2.6865  0.2733
C: 3.8321 3.0833 7.0139  0.2636
Cl: 3.8298 1.3584 7.4093  -0.1852
Cl: 5.1869 3.5132 5.9546  -0.1238
H: 2.9077 3.3162 6.5008  -0.1559
H: 3.9091 3.6501 7.9313  0.2157
C: 7.8852 -5.2903 -5.0805  -0.2078
Cl: 9.0014 -6.2200 -4.0809  -0.1026
Cl: 7.5042 -3.7159 -4.3569  -0.1417
H: 8.3363 -5.1155 -6.0490  0.2152
H: 6.9615 -5.8486 -5.1830  0.2706
C: 8.3128 -1.4359 -7.5294  -0.2693
Cl: 7.9066 -3.0990 -7.9701  -0.1457
Cl: 6.9266 -0.5737 -6.8507  -0.1359
H: 9.1004 -1.4612 -6.7859  0.2278
H: 8.6399 -0.9162 -8.4215  0.3303
C: -7.6369 0.4157 -11.0481  -0.2845
Cl: -8.4603 -0.4782 -9.7726  -0.1230
Cl: -5.9009 0.0503 -11.1148  -0.1425
H: -8.0736 0.1452 -12.0016  0.2887
H: -7.7500 1.4761 -10.8591  0.2761
C: 6.5740 1.8196 1.4862  0.5508
Cl: 6.5879 2.7359 -0.0272  -0.1556
Cl: 6.0436 2.8080 2.8490  -0.0550
H: 5.8899 0.9892 1.3758  -0.7044
H: 7.5777 1.4621 1.6845  0.3891
C: 4.4105 7.3074 2.5271  -0.3325
Cl: 3.5431 6.1226 3.5265  -0.0286
Cl: 6.0226 6.7437 2.1006  -0.1396
H: 3.8441 7.4630 1.6161  0.1984
H: 4.4932 8.2269 3.0939  0.3954
C: 6.0621 5.7108 9.8891  -0.2783
Cl: 5.1226 5.9341 8.4049  -0.1169
Cl: 5.3326 4.4960 10.9432  -0.1466
H: 7.0564 5.3795 9.6149  0.2666
H: 6.1013 6.6552 10.4180  0.2985
C: -8.2160 6.4802 1.3801  0.2418
Cl: -8.4617 4.7564 1.0533  -0.1532
Cl: -9.7086 7.2814 1.8751  -0.1602
H: -7.4926 6.5721 2.1803  -0.1634
H: -7.8539 6.9523 0.4746  0.2383
C: -2.7850 -1.7404 5.3371  -0.0693
Cl: -2.8064 -2.6906 3.8432  -0.0737
Cl: -1.1371 -1.4545 5.9094  -0.1423
H: -3.2570 -0.7833 5.1457  0.3300
H: -3.3207 -2.2872 6.1040  -0.0327
C: -2.7923 -4.4004 8.9327  -0.2596
Cl: -4.1800 -3.3863 8.5134  -0.1727
Cl: -1.4783 -4.2806 7.7544  -0.1208
H: -2.4162 -4.0801 9.8967  0.2820
H: -3.1252 -5.4302 8.9739  0.2750
C: 10.1733 -8.7602 -0.9078  -0.2342
Cl: 8.7074 -7.8256 -0.5863  -0.1325
Cl: 10.6680 -8.6706 -2.6028  -0.1503
H: 10.9744 -8.3639 -0.2958  0.2607
H: 9.9800 -9.7974 -0.6624  0.2613

Computed properties:
* total charge: +1
* E: -20833.195222 Ha
* HOMO level: -0.4264 Ha
* LUMO level: -0.0976 Ha
* gap between HOMO and LUMO: 8.947 eV

---

- What is the formula in the second record?
  C44H87Cl40NO4P

---

- What is the formula in the second record?
  C44H87Cl40NO4P